The following is a quantum chemistry calculation of 11 unconnected molecules or ions with the total composition C40H112N10O11 at a distorted geometry, from the OMol25 dataset.

Structure (XYZ):
```
173
C40H112N10O11 ωB97M-V/def2-TZVPD
C 1.351 7.318 -8.606
O 2.201 8.344 -9.191
C 2.378 8.243 -10.584
C 3.221 9.343 -11.331
C 2.530 10.669 -11.198
N 3.438 9.034 -12.689
H 1.286 7.462 -7.527
H 1.795 6.335 -8.761
H 0.347 7.291 -9.029
H 2.809 7.295 -10.906
H 1.354 8.279 -10.956
H 4.118 9.514 -10.736
H 2.450 10.990 -10.159
H 1.498 10.573 -11.535
H 2.860 11.590 -11.677
H 3.592 8.066 -12.933
H 4.261 9.533 -12.997
C -2.820 6.486 5.305
O -3.678 5.866 6.172
C -4.663 6.576 6.929
C -5.842 7.134 6.107
C -6.985 7.774 6.858
N -6.301 6.167 5.133
H -2.024 7.067 5.771
H -3.299 7.174 4.608
H -2.444 5.793 4.553
H -5.022 5.771 7.569
H -4.288 7.364 7.582
H -5.395 8.008 5.634
H -7.105 7.451 7.892
H -7.888 7.718 6.251
H -6.940 8.850 7.025
H -6.935 6.682 4.539
H -5.456 5.930 4.633
C -6.942 -5.232 1.652
O -8.234 -5.830 1.652
C -8.111 -7.353 1.612
C -9.508 -8.039 1.553
C -10.406 -7.872 2.798
N -9.473 -9.543 1.466
H -6.271 -5.661 2.396
H -6.926 -4.142 1.688
H -6.441 -5.556 0.740
H -7.513 -7.640 0.748
H -7.572 -7.579 2.532
H -10.020 -7.771 0.629
H -10.005 -8.438 3.639
H -11.443 -8.088 2.541
H -10.355 -6.822 3.087
H -9.007 -9.877 2.297
H -10.372 -9.990 1.572
C -1.035 0.829 9.599
O 0.356 1.192 9.421
C 0.817 2.214 10.228
C 2.243 2.326 9.642
C 3.129 3.206 10.578
N 2.243 2.894 8.311
H -1.325 0.108 10.364
H -1.237 0.398 8.619
H -1.622 1.713 9.850
H 0.211 3.112 10.102
H 0.806 1.834 11.249
H 2.619 1.310 9.519
H 3.531 2.614 11.400
H 2.680 4.143 10.908
H 4.011 3.620 10.090
H 1.279 2.693 8.087
H 2.853 2.277 7.794
C -2.572 -7.964 -2.714
O -2.978 -8.243 -4.062
C -4.425 -8.240 -4.005
C -4.956 -8.131 -5.437
C -4.559 -6.899 -6.082
N -6.390 -8.272 -5.314
H -3.221 -8.236 -1.882
H -2.283 -6.913 -2.685
H -1.732 -8.618 -2.482
H -4.765 -9.066 -3.380
H -4.813 -7.349 -3.510
H -4.537 -9.035 -5.881
H -5.415 -6.233 -5.969
H -4.601 -7.044 -7.162
H -3.582 -6.558 -5.741
H -6.513 -9.020 -4.647
H -6.892 -8.718 -6.068
C 10.770 2.740 4.628
O 9.777 1.761 4.323
C 9.388 0.861 5.481
C 8.449 -0.227 5.021
C 9.025 -0.959 3.774
N 7.150 0.339 4.813
H 11.724 2.301 4.921
H 10.273 3.426 5.313
H 11.000 3.185 3.659
H 10.311 0.393 5.825
H 8.996 1.420 6.330
H 8.431 -1.074 5.708
H 9.946 -1.477 4.042
H 9.271 -0.234 2.997
H 8.292 -1.644 3.349
H 6.474 -0.388 4.628
H 7.139 0.953 4.011
C 0.385 1.992 -0.799
O 0.141 0.637 -1.187
C -0.451 -0.192 -0.120
C 0.580 -0.534 0.985
C 1.673 -1.511 0.483
N -0.049 -1.094 2.173
H 0.781 2.557 -1.643
H 1.215 2.131 -0.107
H -0.533 2.460 -0.444
H -1.343 0.305 0.261
H -0.799 -1.154 -0.497
H 1.016 0.423 1.272
H 1.262 -2.518 0.411
H 2.466 -1.619 1.223
H 1.822 -1.250 -0.564
H -0.614 -1.905 1.965
H -0.733 -0.435 2.518
C 3.472 -5.348 -11.558
O 2.458 -5.179 -10.521
C 3.114 -4.985 -9.307
C 1.987 -5.189 -8.227
C 2.546 -4.595 -6.897
N 1.874 -6.583 -8.044
H 3.010 -5.539 -12.527
H 4.136 -6.188 -11.352
H 4.102 -4.466 -11.675
H 3.988 -5.587 -9.058
H 3.562 -3.992 -9.260
H 1.058 -4.672 -8.468
H 1.887 -4.933 -6.098
H 2.532 -3.506 -6.845
H 3.530 -4.989 -6.641
H 1.439 -7.130 -8.773
H 1.183 -6.625 -7.308
C 9.899 -7.981 4.113
O 8.727 -7.898 3.356
C 8.626 -8.906 2.355
C 7.255 -8.595 1.567
C 6.104 -8.677 2.453
N 7.105 -9.508 0.440
H 9.715 -7.382 5.005
H 10.796 -7.651 3.589
H 10.068 -8.985 4.501
H 9.488 -8.766 1.703
H 8.744 -9.911 2.761
H 7.450 -7.632 1.096
H 5.990 -9.626 2.978
H 5.119 -8.553 2.003
H 6.177 -7.873 3.185
H 6.840 -10.380 0.875
H 6.220 -9.248 0.029
C -6.609 11.875 -1.545
O -6.669 10.453 -1.448
C -5.546 9.803 -0.990
C -4.309 10.095 -1.755
C -4.434 9.886 -3.291
N -3.172 9.238 -1.273
H -5.758 12.232 -2.125
H -6.410 12.389 -0.604
H -7.561 12.337 -1.804
H -5.447 10.167 0.032
H -5.801 8.744 -1.039
H -4.048 11.114 -1.467
H -5.223 10.464 -3.771
H -4.471 8.854 -3.640
H -3.440 10.133 -3.663
H -2.418 9.562 -1.863
H -2.926 9.619 -0.370
O -4.033 1.701 4.467
H -3.606 2.416 4.939
H -4.683 2.133 3.913
```

Computed properties:
LUMO energy = 0.37 eV
energy relative to the best compared isomer or geometry (same formula, charge and spin) = 158.16 kcal/mol
electronic energy = -2965.9598 Eh
HOMO-LUMO gap = 9.42 eV
SMILES string = COC[C@H](C)N.COC[C@H](C)N.COC[C@H](C)N.COC[C@H](C)N.COC[C@H](C)N.COC[C@H](C)N.COC[C@H](C)N.COC[C@H](C)N.COC[C@H](C)N.COC[C@H](C)N.O
molar mass = 909.395 g/mol
spin multiplicity = 1
E_HOMO = -0.33263 hartree